Entry 1:
{
  "formula": "C21H51O16P3",
  "method": "wB97M-V/def2-TZVPD",
  "charge": 0,
  "e_above_lowest_kj_mol": 456.6,
  "elements": ["C", "C", "O", "C", "H", "H", "H", "H", "H", "H", "C", "C", "O", "C", "H", "H", "H", "H", "H", "H", "C", "C", "O", "C", "H", "H", "H", "H", "H", "H", "C", "C", "O", "C", "H", "H", "H", "H", "H", "H", "C", "O", "P", "O", "O", "C", "O", "C", "H", "H", "H", "H", "H", "H", "H", "H", "H", "C", "O", "P", "O", "O", "C", "O", "C", "H", "H", "H", "H", "H", "H", "H", "H", "H", "C", "O", "P", "O", "O", "C", "O", "C", "H", "H", "H", "H", "H", "H", "H", "H", "H"],
  "positions_angstrom": [[-40.4628, 23.1746, 129.8296], [-41.7262, 22.7538, 130.5858], [-42.8646, 22.8962, 130.1891], [-41.4920, 22.2126, 131.9233], [-39.9424, 22.3733, 129.2545], [-39.7798, 23.7385, 130.5741], [-40.7209, 23.8390, 129.0384], [-40.8116, 22.8432, 132.7588], [-41.1823, 21.2262, 132.0835], [-42.4143, 22.1036, 132.3142], [-43.4546, 26.5617, 130.7650], [-44.9637, 26.6670, 130.5377], [-45.5676, 27.6893, 130.1859], [-45.7467, 25.4225, 130.7208], [-43.2052, 25.8070, 131.5917], [-42.9024, 27.5070, 130.9052], [-43.1387, 26.2356, 129.8086], [-45.1433, 24.3311, 130.9608], [-46.6133, 25.3937, 130.1333], [-46.2707, 25.4769, 131.6987], [-52.6164, 28.6983, 124.4126], [-51.3486, 29.2921, 123.8445], [-51.3203, 30.4236, 123.2933], [-50.0284, 28.4908, 123.9249], [-53.2810, 28.3459, 123.4579], [-53.1939, 29.6928, 124.8852], [-52.5641, 27.9321, 125.1676], [-50.2768, 27.4616, 123.7981], [-49.6364, 28.2737, 124.9843], [-49.1713, 28.7999, 123.3347], [-41.0194, 28.5672, 123.1044], [-40.1518, 29.6061, 123.6005], [-39.3852, 30.2884, 122.8414], [-40.0493, 29.8235, 125.1569], [-40.5638, 27.6070, 123.2127], [-41.3620, 28.6743, 122.0759], [-41.9418, 28.3865, 123.4741], [-39.8925, 29.0057, 125.5961], [-40.9241, 30.0570, 125.6310], [-39.3416, 30.5570, 125.3885], [-45.9234, 33.2949, 120.1215], [-44.5866, 33.1228, 120.6050], [-44.2582, 32.8727, 122.1123], [-45.2802, 33.4034, 123.1416], [-44.6045, 31.3004, 121.9281], [-44.5931, 30.4444, 122.9821], [-42.7193, 32.6105, 122.5391], [-42.2478, 32.8978, 123.8982], [-46.5974, 32.4951, 120.5276], [-46.1004, 32.9198, 119.0889], [-46.3151, 34.1552, 120.3188], [-45.0974, 30.7111, 123.9590], [-43.5456, 30.1156, 123.3505], [-45.1218, 29.5118, 122.6516], [-42.2371, 33.9326, 124.2358], [-41.2229, 32.7559, 123.6157], [-42.7579, 32.3748, 124.5921], [-48.3675, 35.6797, 124.6291], [-48.0983, 34.3633, 124.3496], [-47.3725, 33.5183, 125.4506], [-48.2464, 33.5990, 126.6200], [-47.4389, 31.9762, 124.9488], [-47.9067, 31.6134, 123.6937], [-45.8789, 33.9246, 125.8709], [-45.1118, 33.0354, 126.6227], [-49.1643, 35.5225, 125.4183], [-49.1243, 36.0718, 123.9933], [-47.5326, 36.3159, 124.9488], [-47.6882, 32.3479, 122.9687], [-49.0777, 31.3315, 123.4963], [-47.4153, 30.7438, 123.2747], [-45.8665, 32.6271, 127.4210], [-44.2288, 33.4353, 127.1180], [-44.8686, 32.1098, 126.0613], [-43.7388, 26.6458, 128.5161], [-43.1169, 27.6219, 127.7231], [-44.1146, 28.6882, 127.0885], [-43.4352, 29.2605, 125.8547], [-45.3147, 27.8609, 126.5773], [-46.4261, 28.4393, 125.8333], [-44.5502, 29.9101, 128.0548], [-43.7029, 30.4621, 129.0120], [-44.6464, 26.2144, 127.9393], [-44.0825, 27.0868, 129.5741], [-42.8851, 25.8682, 128.8100], [-46.0952, 29.3236, 125.1644], [-47.3634, 28.8526, 126.4081], [-46.9014, 27.6216, 125.2782], [-44.0788, 31.4719, 129.4680], [-42.7136, 30.6432, 128.6395], [-43.2734, 29.6958, 129.7516]],
  "atomic_forces_ev_per_a": [[0.6, 0.5, 0.6], [1.1, 0.3, -1.0], [0.6, 0.1, -0.3], [2.9, 2.1, 3.1], [-0.2, 0.1, 1.1], [-0.8, -1.2, -1.3], [-0.4, 0.9, -0.5], [-1.7, -1.3, -2.7], [1.4, -1.6, -0.8], [-3.3, 0.3, 1.8], [1.1, -1.7, 6.9], [-2.5, 0.7, 2.6], [0.4, -0.8, 1.3], [1.6, -3.5, 3.2], [-0.4, 1.2, -0.6], [-0.6, -0.1, 0.2], [1.8, -1.7, 3.8], [-1.5, 3.2, -1.5], [-0.8, -0.4, -1.7], [0.5, 0.5, 0.0], [-3.0, 3.0, -1.5], [2.0, 2.7, -1.2], [-0.6, -3.3, 1.5], [-0.3, -0.6, 2.3], [1.5, 0.7, 2.4], [1.3, -2.8, -1.3], [0.3, -0.3, 0.0], [-0.2, -1.0, -1.2], [-0.7, 1.3, -0.9], [-0.4, 0.3, -0.2], [0.4, -0.7, -2.7], [3.4, 3.8, 0.0], [-2.8, -2.4, 2.5], [-0.5, 4.4, -5.7], [0.8, -0.7, -0.1], [1.1, 0.3, -0.5], [-2.9, 0.2, 2.7], [2.1, -7.0, 3.3], [-3.0, 1.2, 0.5], [1.3, 1.0, 0.1], [0.3, -7.3, -1.0], [1.3, 1.9, -1.1], [-3.9, -3.1, 3.4], [3.4, 0.0, -2.5], [-0.4, 0.7, -0.7], [0.8, -3.2, 2.7], [-1.9, 2.3, -0.7], [2.1, 2.6, -3.2], [0.6, 0.7, 0.8], [1.4, 1.1, 0.1], [-2.0, 5.4, 1.0], [0.2, 0.6, -1.2], [-1.4, 0.6, -0.9], [0.5, 0.6, 0.3], [-0.8, 0.5, -0.6], [0.8, -1.0, 1.4], [-1.2, -2.4, 2.1], [-3.0, 0.7, 3.0], [2.9, -1.5, -2.6], [-1.7, -1.8, 2.3], [0.2, 0.1, 1.2], [0.7, 1.0, 0.3], [-2.9, -1.5, -2.3], [-0.5, 1.1, -2.2], [-2.1, -3.1, 1.9], [1.4, 1.0, 0.7], [0.6, 0.6, -2.0], [-0.3, -0.2, -0.4], [0.2, 1.2, -0.7], [2.5, 1.0, 1.5], [0.6, -0.5, 0.6], [1.7, 0.7, -0.8], [-0.2, 0.6, -0.4], [0.3, 0.7, -0.1], [-0.9, -0.7, -3.0], [-0.8, 1.1, -0.2], [3.3, 3.4, -4.5], [-0.7, -0.4, 2.3], [-2.7, -0.1, 0.8], [-1.6, 1.8, -0.4], [-0.9, -1.9, -0.4], [1.9, 0.5, 2.4], [1.6, 0.1, 0.9], [1.3, 1.0, -7.6], [-1.7, 0.8, -3.1], [-0.3, -1.8, 1.0], [2.3, -0.7, 0.0], [0.8, 0.2, -0.2], [0.2, -2.4, -0.8], [0.5, 0.9, -1.3], [-1.9, 0.9, -0.1]]
}



Entry 2:
{
  "formula": "C21H52B2BrCaCl2F5GaIMgN6Na2O6P2S",
  "method": "wB97M-V/def2-TZVPD",
  "charge": 2,
  "elements": ["C", "C", "I", "C", "Ga", "C", "C", "C", "C", "C", "C", "C", "S", "C", "N", "N", "C", "O", "B", "N", "O", "P", "O", "O", "H", "H", "H", "H", "H", "H", "H", "H", "H", "H", "H", "H", "H", "H", "H", "H", "H", "H", "H", "H", "H", "H", "H", "H", "H", "H", "Ca", "C", "O", "H", "H", "H", "H", "O", "P", "N", "C", "C", "N", "C", "C", "N", "C", "C", "H", "H", "H", "H", "H", "H", "H", "H", "H", "H", "H", "H", "H", "H", "H", "H", "H", "H", "Cl", "C", "C", "Cl", "H", "H", "H", "H", "Br", "Na", "B", "F", "F", "F", "F", "F", "Na", "Mg"],
  "positions_angstrom": [[3.3538, 2.0612, -0.5273], [1.8685, 1.7423, -0.0254], [2.0448, 1.7267, 2.1823], [1.4925, 0.3281, -0.6222], [-0.4000, -0.3345, -0.1912], [-0.4530, -2.2798, 0.5797], [0.7674, -2.6060, 1.5719], [2.0766, -3.1215, 0.8807], [1.8324, -3.9996, -0.3999], [1.7357, -3.1908, -1.7441], [1.1005, -4.0562, -2.9274], [2.1279, -4.3804, -4.0656], [1.7160, -5.8914, -5.0303], [1.0074, -5.3629, -6.5919], [0.2809, -6.1244, -7.4363], [-0.0395, -5.2474, -8.4689], [0.4843, -4.0615, -8.2143], [1.1923, -4.0589, -7.0341], [-1.5464, 0.9342, 0.9831], [-1.8539, 2.3382, 0.7150], [-2.1383, 0.3709, 2.1794], [-1.5314, -0.4758, -2.2922], [-2.6639, -1.7616, -2.0982], [-2.4304, 1.0230, -2.4828], [3.6516, 3.1220, -0.3421], [3.4677, 1.7645, -1.6046], [4.0119, 1.3481, 0.0465], [1.1894, 2.5524, -0.3881], [1.5918, 0.3902, -1.7470], [2.2911, -0.3845, -0.2889], [-0.6370, -3.0553, -0.2477], [-1.4185, -2.2798, 1.2390], [1.0148, -1.6380, 2.0941], [0.4434, -3.3272, 2.4070], [2.5919, -3.7892, 1.6314], [2.8266, -2.3291, 0.6345], [2.6792, -4.7301, -0.5366], [0.8830, -4.5885, -0.2413], [2.7479, -2.8227, -2.0777], [1.1028, -2.2616, -1.6629], [0.2816, -3.4443, -3.3827], [0.6699, -5.0019, -2.5072], [2.2152, -3.4846, -4.7329], [3.1392, -4.5711, -3.6119], [0.3550, -3.1956, -8.8914], [-1.6143, 2.6356, -0.2308], [-1.4953, 2.9654, 1.4238], [-1.9061, 0.9366, 2.9434], [-3.2309, -1.5465, -1.3286], [-3.3369, 0.9211, -2.1080], [-1.6370, -4.3441, 1.4517], [-1.9321, -6.1107, -4.3679], [-1.6549, -5.3429, -3.1970], [-1.1745, -6.8850, -4.4714], [-2.9148, -6.5778, -4.2737], [-1.9080, -5.4623, -5.2475], [-2.3400, -4.6668, -3.1327], [-1.4237, 3.8691, 5.0758], [-1.3885, 5.3766, 5.3300], [-1.9090, 5.7258, 3.7263], [-1.4815, 6.8043, 2.8480], [-3.3096, 5.3507, 3.4344], [0.3487, 5.4261, 5.3824], [1.1921, 6.2567, 4.5337], [1.0529, 4.1645, 5.6241], [-1.3920, 7.0991, 5.7327], [-0.7831, 7.3474, 7.0546], [-2.7533, 7.6966, 5.8398], [-1.7924, 7.7997, 3.1816], [-1.8842, 6.6726, 1.8398], [-0.4034, 6.8211, 2.6985], [-4.0244, 5.9922, 3.9594], [-3.5100, 4.3234, 3.7407], [-3.5373, 5.4006, 2.3692], [1.2951, 5.8329, 3.5235], [2.1971, 6.3369, 4.9536], [0.8347, 7.2836, 4.4663], [1.0808, 3.5395, 4.7212], [0.5837, 3.5987, 6.4265], [2.0830, 4.3432, 5.9404], [-1.3131, 6.8127, 7.8503], [-0.7926, 8.4260, 7.2905], [0.2995, 7.0312, 7.0991], [-3.3981, 7.1039, 6.4912], [-3.2357, 7.7901, 4.8690], [-2.7019, 8.7132, 6.2315], [2.4771, -8.0900, -2.8859], [3.6518, -8.5682, -4.1576], [3.7763, -10.0652, -4.2823], [4.5593, -10.7974, -2.8592], [4.6158, -8.1046, -3.9268], [3.2903, -8.1478, -5.0948], [4.3955, -10.3069, -5.1453], [2.8033, -10.5416, -4.4129], [1.1204, 8.4648, 7.4702], [-0.3563, 4.1603, 2.4722], [-4.5749, 3.7488, -0.5548], [-4.5106, 4.0181, 0.8402], [-5.1132, 2.4415, -0.7681], [-5.3963, 4.7031, -1.1842], [-3.2594, 3.8148, -1.1147], [6.1120, -7.8938, -5.1912], [0.4325, -6.9389, -9.5336], [-3.9356, 0.7965, -4.0963]],
  "atomic_forces_ev_per_a": [[-0.4, -0.7, 0.7], [1.5, -0.5, -2.1], [-0.7, 0.2, -0.7], [0.2, 0.2, 0.4], [-0.1, 0.5, -0.3], [-0.6, -1.4, 1.1], [-0.3, 0.7, -0.7], [0.4, -1.3, 0.1], [0.6, 0.5, -0.3], [-0.5, 0.0, -0.8], [0.1, 0.2, 0.2], [0.3, 1.0, 0.4], [-0.6, 0.3, -1.2], [0.1, -0.3, 0.6], [1.8, 2.4, 1.9], [0.6, 3.1, 0.6], [-0.7, -1.7, -0.3], [-1.5, -1.5, -1.0], [-1.5, 0.1, 1.3], [1.7, -1.5, -0.1], [1.8, 0.7, -0.3], [0.7, -0.8, -1.2], [-0.3, 1.4, 0.7], [-1.3, -1.3, -0.1], [-0.1, -0.9, -0.2], [-0.3, 0.6, 0.9], [-0.4, 1.0, -0.6], [0.3, -0.7, 0.8], [-0.1, 0.1, 1.1], [-0.6, 0.5, -0.3], [0.4, 0.8, 0.6], [0.8, 1.0, -0.8], [-0.5, -1.1, -0.2], [0.5, 0.4, -0.5], [-0.4, 0.8, -0.7], [-1.0, -0.4, 0.3], [-1.0, 0.5, 0.3], [0.7, 0.1, -0.3], [-0.8, -0.4, 0.6], [0.6, -0.9, 0.2], [0.5, -0.8, 0.4], [0.3, 0.9, -0.5], [0.1, -0.9, 0.4], [-0.9, -0.1, -0.7], [0.4, -0.5, 1.0], [-0.2, 0.4, 0.4], [-1.2, -0.1, -0.4], [-0.8, -0.3, -0.3], [0.2, -0.4, -0.4], [0.8, 0.7, 1.4], [0.8, 0.2, -0.3], [-0.2, 0.1, 0.0], [-0.2, 0.1, 0.3], [0.0, 0.1, 0.1], [0.0, -0.1, -0.2], [0.0, -0.1, -0.1], [0.1, 0.0, -0.1], [-2.4, 0.1, 3.2], [5.3, 0.2, -6.4], [-0.7, -0.2, -1.3], [0.2, 0.8, 0.1], [-0.4, -0.4, 0.2], [0.5, -0.1, 0.5], [-0.1, 0.7, 0.5], [-0.3, -0.1, 0.4], [-1.5, -1.2, 3.2], [-2.6, -0.2, -0.7], [-0.5, 0.4, -0.5], [0.1, 0.1, -0.1], [-0.3, -0.2, 0.2], [0.1, 0.2, 0.3], [0.0, 0.0, -0.1], [0.1, 0.0, 0.1], [0.2, 0.0, 0.0], [0.1, 0.1, -0.1], [0.0, -0.2, 0.0], [-0.2, -0.1, -0.2], [0.0, -0.1, 0.1], [-0.1, -0.1, -0.2], [-0.1, 0.3, -0.2], [0.5, 0.2, 0.4], [-1.8, -0.5, -0.3], [-0.5, -1.9, -0.5], [0.0, 0.2, 0.1], [0.2, -0.2, -0.1], [0.2, -0.1, 0.1], [-0.4, 0.1, 0.5], [0.6, -0.2, -0.3], [-0.2, 0.0, -0.1], [-0.1, 0.0, 0.1], [0.1, 0.0, -0.3], [0.1, 0.0, 0.1], [0.1, 0.3, 0.1], [0.0, 0.0, 0.1], [4.3, 2.5, 0.9], [0.1, 0.3, 0.7], [-0.5, 0.5, -0.1], [0.2, -0.2, -0.5], [0.5, 0.1, -0.1], [0.5, -0.5, 0.3], [-0.3, -0.1, 0.0], [-0.4, 0.0, 0.1], [0.2, -1.4, -1.0], [0.2, 0.2, -0.5]]
}



Record order is preserved below.
Orbital gap: 9.47; 0.81 eV